1.
14
Properties=species:S:1:pos:R:3 method="wB97M-V/def2-TZVPD" e_homo_ev=-9.3 total_charge=0 orbital_gap_ev=9.3868 e_tot_ev=-29200.040
C 2.148 0.480 -2.101
C 1.126 0.475 -1.503
C -0.175 0.576 -0.910
N -0.368 -1.698 0.970
N -0.003 0.658 0.466
O -0.671 0.215 2.719
O -2.335 -0.373 0.937
S -0.991 -0.295 1.451
I -0.980 2.498 -1.699
H 3.162 0.799 -2.504
H -0.848 -0.229 -1.162
H 0.339 -2.010 1.644
H -1.057 -2.424 0.763
H 0.655 1.328 0.929

2.
12
Properties=species:S:1:pos:R:3 method="wB97M-V/def2-TZVPD" multiplicity=3 e_homo_ev="-8.4 / -9.1" total_charge=0 orbital_gap_ev="8.1558 / 7.1061" e_tot_ev=-25103.129
C -0.132 -0.030 0.763
C 0.294 0.482 -1.801
C -1.017 -0.609 1.783
N 0.646 0.917 0.947
N 1.339 1.231 -1.197
S -0.333 -0.914 -0.759
I 3.220 0.351 -1.384
H -0.660 0.933 -1.753
H 0.507 -0.036 -2.772
H -0.753 -1.595 2.089
H -1.980 -0.576 1.332
H -1.130 -0.155 2.751

3.
11
Properties=species:S:1:pos:R:3 method="wB97M-V/def2-TZVPD" e_homo_ev="-3.5 / -3.5" total_charge=-1 orbital_gap_ev="6.6418 / 6.6445" e_tot_ev=-14826.893
C -0.173 -0.416 -0.480
C -0.338 1.026 0.174
C 0.567 -1.331 0.230
N -1.690 0.551 0.418
O -2.507 1.124 -0.357
I 3.410 -0.038 -0.047
H -0.410 -0.474 -1.573
H -0.030 -1.038 1.405
H 0.260 1.012 1.045
H -0.208 1.852 -0.546
H 1.120 -2.269 -0.268

4.
11
Properties=species:S:1:pos:R:3 method="wB97M-V/def2-TZVPD" e_homo_ev=-3.3 total_charge=-1 orbital_gap_ev=4.8504 e_tot_ev=-14828.873
C 0.661 -0.295 0.510
C -0.603 -0.584 1.106
C 0.721 0.590 -0.452
N -0.913 0.414 2.228
O -0.847 1.550 1.807
I -0.142 -0.549 -6.196
H 1.506 -0.483 1.151
H -0.187 0.795 -0.980
H -1.296 -0.581 0.201
H -0.568 -1.569 1.585
H 1.667 0.712 -0.961

5.
13
Properties=species:S:1:pos:R:3 method="wB97M-V/def2-TZVPD" multiplicity=2 e_homo_ev="-14.0 / -14.1" total_charge=+1 orbital_gap_ev="8.8811 / 6.5006" e_tot_ev=-16542.649
O 0.407 -1.232 -0.843
C -0.938 -1.242 -0.856
C 1.127 0.002 -0.690
O -1.621 -2.151 -1.224
O -1.307 -0.070 -0.342
C 0.030 0.981 -0.876
H 2.085 -0.526 -0.559
H 1.598 0.582 0.459
H -0.272 1.312 -1.871
H 0.013 1.828 -0.189
O 0.118 0.342 2.181
H 0.428 0.284 3.086
In -1.668 -0.109 1.726

6.
14
Properties=species:S:1:pos:R:3 method="wB97M-V/def2-TZVPD" multiplicity=2 e_homo_ev="-17.7 / -18.0" total_charge=+2 orbital_gap_ev="10.9527 / 7.3661" e_tot_ev=-27892.983
O -0.479 0.132 0.305
C -1.683 -0.616 0.282
C 0.168 0.311 -0.845
O -2.090 -0.906 1.422
O -1.966 -1.224 -0.747
C 1.517 0.890 -0.721
Li -3.018 -2.697 -0.042
H -0.458 0.436 -1.735
H 1.226 -0.371 -1.418
H 1.465 1.955 -0.357
H 1.945 1.198 -1.702
K -2.235 -0.110 4.004
O 2.392 0.244 0.728
H 3.217 0.758 0.828

7.
14
Properties=species:S:1:pos:R:3 method="wB97M-V/def2-TZVPD" multiplicity=2 e_homo_ev="-2.8 / -3.8" total_charge=-1 orbital_gap_ev="4.9637 / 5.9940" e_tot_ev=-29754.423
O 0.054 1.764 0.300
C -0.744 1.444 -0.763
C -2.023 0.696 -0.496
O -1.867 -0.677 -0.399
H -0.166 1.246 1.098
H 2.504 -0.029 -0.617
H -0.393 1.745 -1.753
H -2.739 0.995 -1.293
H -2.465 1.086 0.456
K -0.831 -1.917 1.424
O 2.715 -1.057 -0.539
C 2.245 -1.637 0.570
O 1.697 -2.756 0.442
O 2.013 -0.904 1.569

8.
13
Properties=species:S:1:pos:R:3 method="wB97M-V/def2-TZVPD" multiplicity=2 e_homo_ev="-10.8 / -13.4" total_charge=+1 orbital_gap_ev="7.0493 / 9.0078" e_tot_ev=-14978.528
C -1.442 -0.380 -0.949
C -2.158 -0.210 0.218
H -1.548 0.354 -1.751
H -0.922 -1.326 -1.117
H -2.864 0.624 0.270
H -2.435 -1.095 0.798
H -0.421 0.426 0.912
O 2.625 0.643 0.036
C 1.587 -0.023 0.390
O 1.606 -1.215 0.682
O 0.472 0.716 0.271
Mg 1.871 2.543 -0.180
Li 3.630 -1.055 0.419

9.
14
Properties=species:S:1:pos:R:3 method="wB97M-V/def2-TZVPD" multiplicity=2 e_homo_ev="-3.1 / -6.9" total_charge=0 orbital_gap_ev="1.6765 / 5.4496" e_tot_ev=-15999.884
Li 0.102 -1.023 -1.698
O -1.754 -0.599 -1.682
C -2.486 -0.041 -0.867
H -3.539 -0.357 -0.747
H -2.136 0.825 -0.274
C 0.262 -0.754 0.886
O 0.811 0.609 0.820
C 1.373 1.044 -0.265
O 1.250 0.539 -1.373
O 2.302 1.932 0.051
Na 0.592 -1.214 3.671
H -0.663 -1.069 0.372
H 0.978 -1.450 0.404
H 2.907 1.556 0.703

10.
13
Properties=species:S:1:pos:R:3 method="wB97M-V/def2-TZVPD" e_homo_ev=-7.3 total_charge=0 orbital_gap_ev=7.3550 e_tot_ev=-11587.237
O -0.884 0.229 0.213
C 0.186 -0.353 -0.309
C -0.788 0.241 1.650
O 0.343 -0.537 -1.494
O 0.981 -0.856 0.623
C 0.370 -0.723 1.920
H -1.743 -0.097 2.060
H -0.577 1.268 1.967
H 0.038 -1.717 2.240
H 1.116 -0.328 2.613
O 0.185 1.058 -4.228
H 0.562 1.935 -4.316
Li 0.212 -0.120 -2.939

11.
12
Properties=species:S:1:pos:R:3 method="wB97M-V/def2-TZVPD" e_homo_ev=-13.6 total_charge=+1 orbital_gap_ev=8.0164 e_tot_ev=-14769.459
H -0.319 -1.678 1.935
O 0.412 -0.095 0.893
C -0.741 0.825 0.673
C 1.202 -0.047 -0.315
O -1.697 0.601 1.427
O -1.016 0.648 -0.621
C 0.183 0.385 -1.378
Mg -2.098 -1.234 2.043
H 1.662 -1.018 -0.512
H 1.979 0.706 -0.147
H -0.040 -0.399 -2.108
H 0.474 1.306 -1.891

12.
9
Properties=species:S:1:pos:R:3 method="wB97M-V/def2-TZVPD" e_homo_ev=-9.2 total_charge=0 orbital_gap_ev=10.1106 e_tot_ev=-4679.222
C -0.275 -0.453 0.300
C 0.060 0.178 -1.004
C 0.529 0.495 -2.123
H 0.714 0.865 1.647
H -0.661 -0.175 2.157
H 0.293 -1.474 0.416
H -1.258 -0.892 0.228
H 0.807 1.022 -2.991
N -0.208 0.434 1.371

13.
9
Properties=species:S:1:pos:R:3 method="wB97M-V/def2-TZVPD" multiplicity=3 e_homo_ev="-5.4 / -10.4" total_charge=0 orbital_gap_ev="6.5546 / 8.1294" e_tot_ev=-4675.192
C -0.716 0.913 -1.024
C -0.379 -0.196 -0.111
C 0.820 -0.422 0.775
N -1.406 0.895 -0.010
H -0.603 1.369 -1.927
H -0.824 -1.081 -0.630
H 0.690 0.250 1.565
H 1.670 -0.258 0.218
H 0.747 -1.471 1.145

14.
10
Properties=species:S:1:pos:R:3 method="wB97M-V/def2-TZVPD" e_homo_ev=-16.1 total_charge=+1 orbital_gap_ev=12.2887 e_tot_ev=-6161.999
C -1.700 0.893 0.028
C -1.133 -0.223 0.007
C 1.827 -0.293 0.126
N 2.814 0.336 -0.071
N -0.508 -1.243 -0.014
H -1.825 1.491 -0.853
H -2.270 1.129 0.918
H 3.395 1.142 -0.167
H -1.063 -2.098 -0.301
H 0.462 -1.134 0.329

15.
11
Properties=species:S:1:pos:R:3 method="wB97M-V/def2-TZVPD" e_homo_ev=-15.0 total_charge=+1 orbital_gap_ev=9.7647 e_tot_ev=-8209.928
C -1.809 0.863 0.008
C 1.811 0.614 0.027
C -0.067 -0.971 0.011
N -1.030 -0.050 -0.341
N 1.100 -0.383 0.218
O -0.412 -2.200 0.060
H -1.966 1.308 1.063
H -2.339 1.504 -0.739
H 2.405 0.996 0.792
H 1.936 1.137 -0.865
H 0.370 -2.818 -0.236

16.
11
Properties=species:S:1:pos:R:3 method="wB97M-V/def2-TZVPD" e_homo_ev=-14.3 total_charge=+1 orbital_gap_ev=8.3982 e_tot_ev=-8209.047
C 0.948 0.386 -2.148
C -0.712 -1.221 1.908
C 0.185 0.595 0.330
N 1.121 0.251 -0.961
N -0.107 -0.396 1.075
O -0.018 1.840 0.440
H -0.007 0.599 -2.777
H 1.803 0.336 -2.799
H -0.147 -1.807 2.630
H -1.756 -1.526 1.762
H -0.537 1.930 1.202

17.
12
Properties=species:S:1:pos:R:3 method="wB97M-V/def2-TZVPD" e_homo_ev=-3.3 total_charge=-1 orbital_gap_ev=7.5029 e_tot_ev=-10266.586
C -0.780 -0.090 -1.518
C -1.183 -1.394 -1.410
C -0.373 -0.735 0.475
N -0.183 0.317 -0.317
N -0.941 -1.761 -0.126
O 0.482 1.432 -0.095
O 2.191 1.723 2.031
H 1.775 1.130 2.688
H -0.814 0.560 -2.313
H -1.658 -2.051 -2.194
H 1.561 1.563 1.346
H -0.077 -0.694 1.434

18.
14
Properties=species:S:1:pos:R:3 method="wB97M-V/def2-TZVPD" e_homo_ev="-3.9 / -3.9" total_charge=-1 orbital_gap_ev="8.0329 / 8.0323" e_tot_ev=-14358.474
C 1.027 0.436 -0.643
C -0.574 -0.982 0.181
C -0.529 0.301 -0.553
N 1.409 1.273 0.239
N 0.493 -1.920 -0.343
O 1.206 -2.245 0.601
O 1.558 -0.556 -1.217
O -1.152 1.423 0.069
O 2.814 1.337 0.518
H -0.448 -0.679 1.185
H -1.484 -1.586 0.035
H -0.748 0.331 -1.677
H -0.412 2.007 0.052
H 3.306 0.504 0.315

19.
12
Properties=species:S:1:pos:R:3 method="wB97M-V/def2-TZVPD" e_homo_ev=-6.7 total_charge=0 orbital_gap_ev=5.6883 e_tot_ev=-17503.725
C -1.001 -1.394 0.085
C -1.247 0.954 0.015
C 1.018 0.077 0.035
N -2.594 0.747 0.124
N -0.401 -0.207 -0.006
O -0.778 2.078 0.045
P -3.727 -0.501 -0.067
H -0.393 -2.271 0.414
H 1.403 -0.639 0.770
H 1.355 -0.139 -1.053
H 1.012 1.104 0.368
H -3.077 1.632 -0.077

20.
12
Properties=species:S:1:pos:R:3 method="wB97M-V/def2-TZVPD" e_homo_ev=-14.7 total_charge=+1 orbital_gap_ev=9.3664 e_tot_ev=-19045.753
C -0.319 -0.260 0.503
C -2.710 0.065 -0.287
C 0.403 -1.509 -0.001
N -1.688 -0.573 -0.033
N 0.161 0.897 -0.082
O -0.241 -2.422 -0.462
S -4.024 0.872 -0.309
H 1.503 -1.610 0.227
H -0.392 -0.280 1.556
H -1.593 -1.657 -0.254
H -0.174 1.606 0.519
H 0.813 1.117 -0.766